[1]
DFT (the ωB97M-V functional and the def2-TZVPD basis) results for a cluster of 9 separate species, C56H102N4O19 in total in a non-equilibrium geometry.

## Properties
molar mass: 1135.441 g mol⁻¹
multiplicity: 5
max |F|: 0.223 hartree/bohr
highest occupied orbital energy (spin up / spin down): -0.23713 / -0.28557 Eh
net charge: 0

Geometry as XYZ:
```
181
C56H102N4O19, DFT the ωB97M-V functional and the def2-TZVPD basis
C 19.1728 16.0244 21.7083
C 18.2604 15.8771 22.9764
C 17.1660 16.8520 23.0340
O 15.9387 16.1320 23.1699
C 16.1511 14.8397 22.8937
O 15.3189 13.9969 22.8837
O 17.4737 14.6548 22.7107
H 19.9448 16.6571 22.0555
H 18.5761 16.4027 20.9088
H 19.5225 15.0523 21.3842
H 18.6368 15.7571 24.0109
H 17.1448 17.4417 22.1550
H 17.1382 17.4717 23.9325
C 14.2125 11.5765 13.4583
C 14.8164 12.6603 12.5770
C 14.0835 14.0913 12.7996
O 15.0837 15.0385 13.2485
C 16.2563 14.3559 13.3710
O 17.2727 14.8615 13.7489
O 16.1284 13.0108 13.1811
H 14.6571 10.5924 13.3128
H 13.1774 11.4156 13.1008
H 14.2599 11.8943 14.5230
H 14.9508 12.2921 11.5183
H 13.3224 14.0513 13.5591
H 13.5934 14.4104 11.8387
C 15.6467 17.3314 15.6267
C 15.1194 16.2129 16.4888
C 15.9977 14.9330 16.5705
O 16.8638 15.1733 17.6869
C 16.3265 16.2281 18.4357
O 16.9129 16.4858 19.4113
O 15.2687 16.7058 17.8582
H 14.8614 18.1716 15.6917
H 15.7161 17.0164 14.5928
H 16.5838 17.6315 16.0328
H 14.0462 16.0000 16.4055
H 16.5602 14.7763 15.6451
H 15.3736 14.0510 16.7581
C 20.5942 12.5128 13.5596
C 19.9602 11.3432 12.8838
C 18.5844 10.8142 13.4637
O 17.7937 10.6898 12.3583
C 18.3952 11.2057 11.2436
O 17.8044 11.3460 10.2080
O 19.6263 11.6872 11.5302
H 21.5891 12.7556 13.0705
H 20.7044 12.3589 14.5755
H 19.9259 13.4009 13.3628
H 20.6669 10.5036 12.8312
H 18.2285 11.5244 14.2046
H 18.7425 9.8216 13.9267
C 18.7635 11.4693 21.2024
C 18.0421 11.4271 19.8906
C 18.2305 12.5630 18.8902
O 18.1716 11.8424 17.5869
C 18.3420 10.5529 17.7994
O 18.4242 9.7316 16.9535
O 18.3075 10.2563 19.1516
H 19.7708 11.7793 21.0272
H 18.8218 10.5152 21.6921
H 18.3533 12.2262 21.8756
H 16.9303 11.4888 20.0300
H 19.2588 12.9532 18.8896
H 17.5634 13.3462 18.9358
C 26.2321 13.5492 23.8593
C 26.9990 13.9305 22.6708
C 26.8248 13.0258 21.3421
C 25.5403 13.4269 20.6926
C 25.6320 14.8654 20.1452
C 25.5887 15.7889 21.4277
N 26.6733 15.3499 22.3682
O 27.0216 16.1586 23.2497
C 26.1708 17.2725 20.9712
C 24.3662 16.1123 22.2359
C 28.4907 13.8481 22.9494
H 26.4266 12.6786 24.3983
H 25.1586 13.2568 23.6824
H 26.2633 14.2886 24.6364
H 27.7729 13.2731 20.7305
H 26.7157 11.9577 21.5920
H 24.6189 13.2489 21.3037
H 25.3973 12.7619 19.8243
H 24.9659 15.3637 19.4242
H 26.6011 15.0359 19.7294
H 27.2517 17.3826 21.1538
H 26.1432 17.3671 19.8532
H 25.7005 18.1726 21.3487
H 24.8593 16.3836 23.1531
H 23.5343 16.7144 22.0533
H 23.9679 15.1108 22.5796
H 28.5467 14.3649 23.8887
H 28.9508 14.2949 22.1247
H 29.0132 12.9653 23.1200
C 15.1958 9.1942 17.4809
C 13.9559 8.9390 18.3563
C 14.2143 8.0311 19.4717
C 15.1611 8.4600 20.5801
C 14.0741 9.3468 21.5032
C 13.2635 10.4288 20.7143
N 13.6927 10.3869 19.0076
O 13.2862 11.3461 18.5350
C 11.7392 9.9539 20.6719
C 13.3013 11.7695 21.0085
C 12.6493 8.7138 17.6304
H 14.9589 8.5365 16.5950
H 16.1855 9.1318 17.9406
H 15.2545 10.1737 16.9964
H 13.2429 7.6162 19.6879
H 14.7863 7.3118 18.9140
H 15.8946 9.1392 20.1778
H 15.5284 7.7882 21.3900
H 14.7384 9.9241 22.0092
H 13.5189 8.8727 22.3761
H 11.2908 10.7883 20.1707
H 11.2843 8.9424 20.5685
H 11.3845 10.2123 21.6528
H 12.6708 12.5316 20.5425
H 13.0772 12.0055 22.0708
H 14.3287 12.0360 21.1068
H 13.0084 7.9018 17.0055
H 12.4360 9.4151 16.7761
H 11.6955 8.2978 18.0272
C 9.4946 17.3057 16.6523
C 10.9791 17.3516 17.4019
C 11.0125 18.1690 19.0023
C 10.3560 16.9549 19.9231
C 11.4104 15.8662 20.0675
C 11.5928 15.1392 18.7352
N 11.5186 15.9645 17.4732
O 11.7330 15.3869 16.3073
C 13.0040 14.4577 18.7117
C 10.5771 14.0270 18.6028
C 11.8347 18.3836 16.5628
H 8.7406 18.1469 16.8454
H 9.2273 16.3771 17.1851
H 9.4517 17.1061 15.5605
H 12.0916 18.3346 19.2343
H 10.3352 19.0126 19.2237
H 9.4962 16.7288 19.3370
H 10.0682 17.2634 20.9354
H 10.9829 15.1522 20.8016
H 12.4467 16.1904 20.3655
H 13.1407 13.7657 17.8168
H 13.6914 15.3462 18.5696
H 13.1709 13.9632 19.6373
H 9.8126 14.6023 18.1541
H 10.8433 13.6197 17.5734
H 10.4923 13.1124 19.1297
H 12.7902 18.6338 16.9903
H 11.3598 19.3879 16.3546
H 11.9255 17.8650 15.5790
C 14.8046 16.9135 9.4593
C 16.2797 16.6949 9.6482
C 16.8352 17.2843 8.3555
C 18.3873 17.3728 8.3976
C 18.7947 18.4038 9.4617
C 18.1499 18.0572 10.9448
N 16.7288 17.6316 10.7113
O 16.1241 17.5234 11.9276
C 18.8797 17.0317 11.7321
C 18.2012 19.4279 11.6838
C 16.5611 15.1920 9.8101
H 14.1789 16.5018 10.3412
H 14.4432 16.5057 8.5066
H 14.5310 17.9561 9.5126
H 16.5295 16.6536 7.4833
H 16.4847 18.2948 8.0748
H 18.7195 17.8903 7.5015
H 18.9911 16.4272 8.4206
H 18.2838 19.3463 9.1162
H 19.8577 18.4009 9.5168
H 18.9387 16.1197 11.2115
H 19.9125 17.4087 11.7666
H 18.5216 16.8592 12.7529
H 17.5600 19.3937 12.5415
H 19.1882 19.9110 12.0166
H 17.9311 20.0937 10.8835
H 15.6762 14.7174 9.3647
H 16.5814 15.0160 10.8320
H 17.5598 14.7442 9.3892
```



[2]
DFT (the ωB97M-V functional and the def2-TZVPD basis) results for a cluster of 14 separate species, C56H110F18O20 in total in a non-equilibrium geometry.

## Properties
molar mass: 1445.440 g mol⁻¹
max |F|: 0.106 hartree/bohr
highest occupied orbital energy: -0.34530 Eh
net charge: 0

Geometry as XYZ:
```
204
C56H110F18O20, DFT the ωB97M-V functional and the def2-TZVPD basis
C 12.8626 19.4192 15.7797
C 13.3093 20.3762 14.6661
O 13.5036 19.5656 13.5415
C 14.2686 20.2204 12.5249
C 14.1792 19.2366 11.3895
H 11.9938 18.8154 15.5175
H 13.6605 18.7292 16.0544
H 12.6962 19.9831 16.6976
H 12.5378 21.1249 14.4864
H 14.2468 20.8494 14.9582
H 13.8058 21.1784 12.2879
H 15.2620 20.3612 12.9509
H 13.1677 19.3066 10.9895
H 14.4031 18.2198 11.7122
H 14.8843 19.4381 10.5830
C 14.3332 11.7640 20.7171
C 13.0514 11.8311 21.5132
O 12.1875 10.8416 20.9750
C 11.0743 10.6052 21.8346
C 10.4761 9.2441 21.5332
H 14.7015 10.7423 20.8098
H 14.0918 11.9351 19.6680
H 15.1265 12.3478 21.1839
H 13.3511 11.5351 22.5186
H 12.5622 12.8049 21.4910
H 11.2807 10.6749 22.9026
H 10.3301 11.3845 21.6702
H 9.6853 8.9696 22.2312
H 11.2718 8.4991 21.5389
H 9.9865 9.1503 20.5639
C 18.3220 19.0655 12.0179
C 17.5494 18.4864 13.2444
O 17.7375 19.2612 14.3937
C 16.9644 18.9571 15.5137
C 17.5956 19.6216 16.6979
H 19.3738 19.1635 12.2866
H 18.3099 18.3569 11.1897
H 17.9237 20.0364 11.7233
H 16.4766 18.4771 13.0513
H 17.8634 17.4455 13.3220
H 15.9814 19.4183 15.4183
H 16.8451 17.8970 15.7378
H 16.9562 19.5944 17.5803
H 17.7727 20.6878 16.5573
H 18.5615 19.1716 16.9270
C 9.7641 12.5641 18.2348
C 9.9743 11.1360 17.8591
O 8.9916 10.8589 16.9245
C 9.3255 9.6443 16.2434
C 8.3781 9.6175 15.0462
H 10.6485 13.0424 18.6555
H 9.4469 13.1744 17.3893
H 8.9754 12.5222 18.9861
H 10.9902 11.0869 17.4671
H 9.9350 10.4243 18.6838
H 10.3120 9.6605 15.7799
H 9.1970 8.7706 16.8823
H 8.4266 10.5988 14.5742
H 7.3445 9.4556 15.3522
H 8.5596 8.7605 14.3976
C 11.1058 13.7043 14.2770
C 9.8596 14.2380 13.5951
O 10.2474 14.4805 12.2392
C 9.2231 15.0767 11.4050
C 9.7145 15.5164 10.0093
H 11.6568 13.0515 13.6000
H 11.7647 14.5436 14.5000
H 10.8509 13.1445 15.1769
H 9.1158 13.4439 13.6592
H 9.4947 15.1075 14.1418
H 8.4350 14.3351 11.2745
H 8.6937 15.9179 11.8524
H 10.0978 14.6462 9.4766
H 10.5531 16.2113 10.0529
H 8.9489 16.0316 9.4293
C 16.2798 12.0762 12.4393
C 14.9016 12.3584 11.7341
O 15.0297 13.4332 10.8787
C 13.8019 14.1467 10.7924
C 14.2227 15.3487 9.9208
H 16.1656 11.2069 13.0868
H 17.0572 11.8590 11.7068
H 16.4875 12.9126 13.1067
H 14.7089 11.4627 11.1436
H 14.1404 12.4087 12.5126
H 13.1641 13.4493 10.2493
H 13.3507 14.4740 11.7290
H 13.5132 16.1744 9.8677
H 14.3358 15.0595 8.8760
H 15.1283 15.7221 10.3988
C 10.2597 19.3183 22.6502
C 10.4714 19.2105 21.1499
O 11.8601 19.1286 20.8150
C 12.1510 19.3698 19.4631
C 13.6903 19.1037 19.3795
H 9.1963 19.4523 22.8484
H 10.5341 18.3519 23.0732
H 10.7790 20.0992 23.2057
H 9.8686 18.3772 20.7888
H 10.1179 20.1693 20.7708
H 11.5861 18.6354 18.8889
H 11.8722 20.3763 19.1513
H 13.9203 18.0530 19.2022
H 14.1733 19.5521 20.2477
H 14.0702 19.5949 18.4837
C 18.7858 16.8606 19.4501
C 18.7020 15.9217 18.2461
O 19.4526 16.4642 17.1740
C 19.4365 15.8227 15.9035
C 20.4871 16.3811 15.0090
H 19.8060 17.1919 19.6440
H 18.2088 17.7714 19.2900
H 18.2666 16.4101 20.2960
H 19.0617 14.9449 18.5694
H 17.6599 15.8557 17.9332
H 19.6364 14.7708 16.1073
H 18.5009 15.9017 15.3498
H 20.5607 15.8134 14.0815
H 21.4872 16.3570 15.4418
H 20.3133 17.4291 14.7653
C 14.8177 15.7509 21.5092
C 14.3112 17.1080 22.0061
O 14.4686 17.4440 23.3768
C 13.6080 17.0224 24.3424
O 12.5789 16.4117 24.1051
C 13.9146 17.4707 25.7866
F 13.4487 16.5140 26.6279
F 15.1832 17.6372 25.9023
F 13.2532 18.6246 26.0165
H 15.8862 15.6495 21.6996
H 14.7164 15.6719 20.4268
H 14.2530 14.9518 21.9895
H 13.2464 17.1901 21.7880
H 14.7282 17.8816 21.3612
C 21.0689 12.1857 12.1825
C 21.1792 13.6926 12.2266
O 19.9412 14.3469 12.0352
C 19.4098 14.4104 10.7242
O 20.0385 14.0928 9.7136
C 17.9836 14.9505 10.5861
F 18.0387 16.2029 10.2353
F 17.2763 14.3295 9.6536
F 17.2977 15.0648 11.7670
H 20.3797 11.7551 12.9090
H 22.0335 11.7183 12.3801
H 20.8107 11.8627 11.1740
H 21.9308 13.9575 11.4829
H 21.5229 13.9365 13.2318
C 8.8780 16.1997 16.8544
C 8.2424 15.8568 18.2057
O 9.2266 15.5690 19.1944
C 8.8482 15.3217 20.4461
O 7.6941 15.2103 20.8449
C 10.0027 15.0779 21.4734
F 10.1545 16.1191 22.2443
F 9.7765 13.9415 22.1156
F 11.1470 14.9636 20.8230
H 8.2576 16.8065 16.1949
H 9.1007 15.2468 16.3742
H 9.7973 16.7801 16.9329
H 7.6294 14.9607 18.1092
H 7.6623 16.7205 18.5308
C 19.2544 9.7933 14.7886
C 18.8903 11.2597 15.0967
O 18.0857 11.3385 16.2782
C 17.5188 12.5280 16.6256
O 17.5536 13.5366 15.9235
C 16.8126 12.4468 18.0352
F 16.7976 11.1857 18.5112
F 17.3757 13.2565 18.9273
F 15.5710 12.9024 17.8206
H 20.0343 9.3716 15.4226
H 19.7224 9.7411 13.8056
H 18.3493 9.1895 14.8546
H 18.4084 11.6492 14.2000
H 19.7614 11.8904 15.2744
C 14.5581 16.5287 13.8628
C 15.0089 15.3223 14.7079
O 14.0475 14.9501 15.6219
C 13.8936 15.6733 16.7930
O 14.7423 16.5264 17.2072
C 12.7048 15.2786 17.7029
F 12.1281 16.3452 18.2242
F 11.7898 14.5718 17.0764
F 13.1709 14.5343 18.6705
H 13.4995 16.6057 13.6149
H 15.1214 16.4781 12.9310
H 14.8162 17.4554 14.3753
H 16.0156 15.3778 15.1219
H 14.9674 14.4466 14.0602
C 15.9549 8.0298 13.0441
C 14.7317 7.7008 13.9452
O 13.9909 8.9194 14.3685
C 14.4966 9.6706 15.3984
O 15.5775 9.4946 15.9821
C 13.6605 10.9335 15.6059
F 13.2475 11.0880 16.8959
F 14.4119 11.9322 15.3066
F 12.6113 11.0371 14.8164
H 16.6245 8.7052 13.5766
H 15.5348 8.5479 12.1821
H 16.4553 7.1441 12.6527
H 15.0436 7.1087 14.8056
H 14.0599 7.0595 13.3746
```



> Which of these has the highest molar mass?

C56H110F18O20



> What is the net charge in the second record?

0